P.
This record from the Open Molecules 2025 dataset describes 6 unconnected molecules or ions with the total composition H14NO5. The level of theory is ωB97M-V/def2-TZVPD.

Geometry as ORCA input:
```
! RIJCOSX wB97M-V def2-TZVPD def2/J DEFGRID3
* xyz 2 2
N 0.194 -0.439 -0.176
H 1.077 -0.889 0.262
H -0.406 -0.254 0.677
H -0.332 -0.988 -0.775
H 0.386 0.557 -0.347
H 0.127 2.802 -0.409
H -0.190 4.045 0.326
O -0.132 3.090 0.507
H 1.607 -2.190 2.167
H 2.677 -1.700 1.315
O 1.864 -1.392 1.668
H -2.187 1.239 1.788
H -2.668 -0.294 1.668
O -1.929 0.350 1.521
H 0.872 1.886 -2.683
H 2.012 2.042 -1.576
O 1.115 1.736 -1.712
H -0.956 -3.747 -1.016
H -1.693 -2.963 -2.029
O -1.437 -2.890 -1.176
*
```

Computed properties:
- LUMO energy (alpha / beta) (eV) = -7.25 / -15.33
- <S²> = 0.756
- HOMO-LUMO gap (alpha / beta) (eV) = 10.87 / 2.79


Q.
This record from the Open Molecules 2025 dataset describes 6 unconnected molecules or ions with the total composition H14NO5. The level of theory is ωB97M-V/def2-TZVPD.

Geometry as ORCA input:
```
! RIJCOSX wB97M-V def2-TZVPD def2/J DEFGRID3
* xyz 2 2
N -1.481 0.801 0.156
H -2.185 1.037 -0.572
H -0.699 1.445 0.035
H -1.840 1.069 1.070
H -1.265 -0.213 0.241
H 2.139 -3.218 -1.969
H 1.789 -1.716 -1.958
O 2.100 -2.447 -1.375
H -4.147 -0.060 -1.656
H -4.447 1.353 -1.655
O -3.660 0.780 -1.625
H 2.270 0.559 -1.535
H 2.724 0.302 -2.967
O 1.992 0.124 -2.351
H -0.513 -2.537 0.528
H 0.564 -1.717 -0.267
O -0.186 -1.650 0.347
H 2.302 1.390 4.669
H 2.504 2.415 5.871
O 2.039 2.280 5.013
*
```

Computed properties:
- LUMO energy (alpha / beta) (eV) = -6.20 / -14.80
- <S²> = 0.756
- HOMO-LUMO gap (alpha / beta) (eV) = 11.97 / 1.82


Most stable: Q (next structure +0.0252 hartree)


P.
This record from the Open Molecules 2025 dataset describes C8H20OSi in the gas phase. The level of theory is ωB97M-V/def2-TZVPD.

Geometry as ORCA input:
```
! RIJCOSX wB97M-V def2-TZVPD def2/J DEFGRID3
* xyz 0 1
O 2.984 -0.639 -2.545
C 0.075 1.554 2.545
C -2.089 1.885 -0.860
C -0.661 -2.885 0.018
C 2.312 -0.263 -1.366
C 0.833 1.146 1.306
C -1.902 0.565 -0.102
C -0.140 -1.799 0.927
C 0.782 -0.179 -1.495
Si -0.127 -0.065 0.166
H 2.544 -0.254 -3.340
H 0.701 2.156 3.202
H -0.233 0.717 3.156
H -0.808 2.135 2.296
H -1.629 1.878 -1.843
H -1.574 2.690 -0.339
H -3.140 2.166 -1.040
H -0.196 -2.886 -0.967
H -0.413 -3.858 0.417
H -1.712 -2.787 -0.150
H 2.604 -0.922 -0.542
H 2.733 0.712 -0.992
H 1.079 2.043 0.739
H 1.787 0.630 1.521
H -2.379 0.628 0.883
H -2.421 -0.253 -0.591
H 0.906 -1.983 1.170
H -0.703 -1.772 1.872
H 0.450 0.682 -2.038
H 0.339 -1.042 -2.009
*
```

Computed properties:
- LUMO energy (eV) = 0.92
- SMILES = CC[Si](CC)(CC)CCO
- HOMO-LUMO gap (eV) = 10.74


Q.
This record from the Open Molecules 2025 dataset describes C8H20OSi in the gas phase. The level of theory is ωB97M-V/def2-TZVPD.

Geometry as ORCA input:
```
! RIJCOSX wB97M-V def2-TZVPD def2/J DEFGRID3
* xyz 0 1
O -0.083 -1.159 0.389
C 0.046 -2.632 2.276
C -2.890 0.005 -0.638
C 0.693 1.095 -2.886
C 2.590 0.743 0.928
C -0.384 -1.258 1.756
C -1.836 0.970 -0.103
C 0.493 -0.115 -2.049
C 1.284 1.415 0.578
Si -0.046 0.368 -0.308
H 1.023 -2.874 1.860
H 0.151 -2.641 3.371
H -0.646 -3.442 1.963
H -3.893 0.331 -0.355
H -2.765 -0.065 -1.731
H -2.780 -0.994 -0.242
H 1.596 1.645 -2.571
H 0.683 0.875 -3.940
H -0.129 1.822 -2.770
H 2.445 -0.196 1.427
H 3.188 1.353 1.590
H 3.190 0.561 0.057
H 0.153 -0.447 2.242
H -1.467 -1.100 1.871
H -2.019 1.267 0.900
H -1.862 1.881 -0.675
H -0.306 -0.749 -2.422
H 1.427 -0.703 -1.922
H 1.400 2.275 -0.053
H 0.745 1.767 1.457
*
```

Computed properties:
- LUMO energy (eV) = 0.98
- SMILES = CCO[Si](CC)(CC)CC
- HOMO-LUMO gap (eV) = 10.45


Most stable: Q (next structure +0.0347 hartree)


P.
This record from the Open Molecules 2025 dataset describes a molecular structure, H4N3P. The level of theory is ωB97M-V/def2-TZVPD.

Geometry as ORCA input:
```
! RIJCOSX wB97M-V def2-TZVPD def2/J DEFGRID3
* xyz 0 1
N -1.539 -0.111 -0.158
N -1.009 1.167 -0.093
N -0.422 0.095 -0.748
P 0.864 -0.175 -1.613
H 1.293 -0.773 1.893
H -0.525 1.412 0.778
H 0.547 -1.509 -1.899
H 0.792 -0.107 1.840
*
```

Computed properties:
- LUMO energy (alpha / beta) (eV) = -0.26 / -0.30
- HOMO-LUMO gap (alpha / beta) (eV) = 7.97 / 8.03


Q.
This record from the Open Molecules 2025 dataset describes H4N3P in the gas phase. The level of theory is ωB97M-V/def2-TZVPD.

Geometry as ORCA input:
```
! RIJCOSX wB97M-V def2-TZVPD def2/J DEFGRID3
* xyz 0 1
N -0.049 -0.552 0.351
N 0.095 0.370 -0.776
N -0.908 -1.577 0.196
P 1.324 1.385 -0.306
H -1.261 -1.904 -0.662
H -0.892 -2.106 1.108
H 0.894 1.918 0.990
H 0.797 2.465 -0.901
*
```

Computed properties:
- LUMO energy (alpha / beta) (eV) = 0.08 / 0.07
- SMILES = N/N=N/P
- HOMO-LUMO gap (alpha / beta) (eV) = 8.33 / 8.32


Most stable: Q (next structure +0.1071 hartree)


P.
This record from the Open Molecules 2025 dataset describes 2 unconnected molecules or ions with the total composition C2H4Cl2O. The level of theory is ωB97M-V/def2-TZVPD.

Geometry as ORCA input:
```
! RIJCOSX wB97M-V def2-TZVPD def2/J DEFGRID3
* xyz 0 1
C 1.144 0.385 0.516
C -0.589 -0.092 -0.842
O -1.604 0.336 -0.087
Cl 0.476 0.344 2.054
Cl -0.409 -1.884 -0.904
H 1.916 -0.355 0.441
H 1.369 1.333 0.120
H -0.427 0.350 -1.736
H -1.877 -0.417 0.438
*
```

Computed properties:
- LUMO energy (eV) = 0.84
- HOMO-LUMO gap (eV) = 9.30


Q.
This record from the Open Molecules 2025 dataset describes 2 unconnected molecules or ions with the total composition C2H4Cl2O. The level of theory is ωB97M-V/def2-TZVPD.

Geometry as ORCA input:
```
! RIJCOSX wB97M-V def2-TZVPD def2/J DEFGRID3
* xyz 0 1
C -2.201 0.782 0.304
C -1.132 1.101 -0.443
O 1.858 -0.087 0.246
Cl -3.215 -0.562 -0.128
Cl 0.045 2.288 0.073
H 1.830 -0.963 0.668
H -2.372 1.212 1.334
H -1.101 0.628 -1.335
H 1.875 0.580 0.908
*
```

Computed properties:
- LUMO energy (eV) = 0.76
- SMILES = Cl/C=C/Cl.O
- HOMO-LUMO gap (eV) = 10.28


Most stable: Q (next structure +0.0552 hartree)


P.
This record from the Open Molecules 2025 dataset describes CH4N3P in the gas phase. The level of theory is ωB97M-V/def2-TZVPD.

Geometry as ORCA input:
```
! RIJCOSX wB97M-V def2-TZVPD def2/J DEFGRID3
* xyz 0 1
C 0.847 0.026 -0.724
N -0.394 0.186 -1.238
N -1.370 0.394 -0.543
N -0.985 0.559 0.791
P 0.483 -0.139 1.254
H 1.523 -0.905 -1.058
H 1.429 0.902 -1.053
H -1.599 0.552 1.547
H 0.064 -1.575 1.024
*
```

Computed properties:
- LUMO energy (eV) = 0.70
- SMILES = C1N=NNP1
- HOMO-LUMO gap (eV) = 10.10


Q.
This record from the Open Molecules 2025 dataset describes 2 unconnected molecules or ions with the total composition CH4N3P. The level of theory is ωB97M-V/def2-TZVPD.

Geometry as ORCA input:
```
! RIJCOSX wB97M-V def2-TZVPD def2/J DEFGRID3
* xyz 0 1
C 1.969 -1.024 -0.461
N 1.091 -0.533 0.269
N 0.401 0.068 0.940
N -3.007 -0.945 -0.018
P -1.920 0.157 -0.166
H 2.996 -1.083 0.046
H 2.121 -1.135 -1.532
H -3.369 -1.027 0.907
H -1.341 -0.300 -1.414
*
```

Computed properties:
- LUMO energy (eV) = -0.38
- HOMO-LUMO gap (eV) = 8.46


R.
This record from the Open Molecules 2025 dataset describes CH4N3P in the gas phase. The level of theory is ωB97M-V/def2-TZVPD.

Geometry as ORCA input:
```
! RIJCOSX wB97M-V def2-TZVPD def2/J DEFGRID3
* xyz 0 1
C -0.253 -0.649 0.834
N -1.362 0.058 0.216
N -1.167 0.563 -0.889
N 0.162 0.643 -1.245
P 1.309 -0.151 -0.138
H -0.308 -0.413 2.009
H -0.350 -1.639 0.626
H 0.285 0.687 -2.233
H 1.683 0.901 0.820
*
```

Computed properties:
- LUMO energy (eV) = 0.92
- SMILES = C1N=NNP1
- HOMO-LUMO gap (eV) = 10.07


Most stable: R (next structure +0.0147 hartree)


P.
This record from the Open Molecules 2025 dataset describes a molecular structure, C29H28BN5PtSSb. The level of theory is ωB97M-V/def2-TZVPD.

Geometry as ORCA input:
```
! RIJCOSX wB97M-V def2-TZVPD def2/J DEFGRID3
* xyz 1 1
Pt -0.018 -0.236 0.554
B -0.852 1.910 3.327
N -1.755 0.704 2.876
C -2.943 0.480 3.442
C -3.577 -0.560 2.783
C -2.683 -0.930 1.793
N -1.577 -0.173 1.879
N 0.352 2.181 2.371
C 1.252 3.120 2.677
C 2.120 3.285 1.613
C 1.674 2.375 0.667
N 0.601 1.721 1.130
H -1.572 2.874 3.310
H -0.416 1.675 4.425
H -3.270 1.102 4.258
H -4.552 -0.968 2.979
H -2.759 -1.675 1.026
H 1.202 3.619 3.630
H 2.950 3.964 1.538
H 2.068 2.160 -0.311
S 1.254 -0.016 -1.357
C 1.080 -1.299 -2.499
N 1.313 -2.587 -2.185
C 1.225 -3.610 -3.062
C 0.907 -3.370 -4.365
C 0.686 -2.042 -4.754
C 0.768 -1.021 -3.837
H 1.601 -2.798 -1.231
H 1.432 -4.590 -2.656
H 0.837 -4.188 -5.065
H 0.436 -1.816 -5.782
H 0.582 0.005 -4.115
C 1.461 -1.564 6.168
C 0.167 -1.448 5.680
C -0.096 -1.709 4.344
C 0.940 -2.089 3.495
C 2.236 -2.212 3.984
C 2.493 -1.945 5.322
Sb 0.466 -2.510 1.490
C -0.623 -4.322 1.574
C -1.910 -4.421 1.057
C -2.616 -5.612 1.162
C -2.039 -6.705 1.788
C -0.757 -6.610 2.313
C -0.051 -5.421 2.211
C 2.315 -3.224 0.719
C 2.457 -4.500 0.170
C 3.655 -4.876 -0.428
C 4.715 -3.983 -0.486
C 4.581 -2.711 0.057
C 3.388 -2.331 0.653
H 1.666 -1.358 7.210
H -0.639 -1.147 6.337
H -1.111 -1.607 3.975
H 3.050 -2.517 3.338
H 3.501 -2.039 5.703
H -2.368 -3.579 0.562
H -3.617 -5.683 0.757
H -2.588 -7.633 1.872
H -0.309 -7.460 2.811
H 0.941 -5.352 2.645
H 1.638 -5.209 0.212
H 3.759 -5.872 -0.841
H 5.647 -4.278 -0.950
H 5.405 -2.011 0.013
H 3.290 -1.326 1.048
*
```

Computed properties:
- LUMO energy (eV) = -3.39
- HOMO-LUMO gap (eV) = 7.56


Q.
This record from the Open Molecules 2025 dataset describes a molecular structure, C29H28BN5PtSSb. The level of theory is ωB97M-V/def2-TZVPD.

Geometry as ORCA input:
```
! RIJCOSX wB97M-V def2-TZVPD def2/J DEFGRID3
* xyz 1 1
Pt -1.284 0.723 0.774
B -2.278 2.913 3.411
N -2.417 1.353 3.495
C -2.719 0.706 4.618
C -2.862 -0.651 4.336
C -2.613 -0.747 2.976
N -2.359 0.476 2.488
N -1.837 3.388 1.989
C -1.473 4.642 1.720
C -1.363 4.808 0.347
C -1.679 3.564 -0.173
N -1.984 2.718 0.826
H -3.366 3.384 3.647
H -1.470 3.281 4.226
H -2.849 1.245 5.543
H -3.137 -1.440 5.018
H -2.628 -1.609 2.326
H -1.326 5.352 2.519
H -1.092 5.697 -0.194
H -1.743 3.246 -1.200
S 0.565 -0.045 2.332
C 0.581 -1.767 2.288
N 0.032 -2.441 3.324
C 0.016 -3.789 3.438
C 0.562 -4.560 2.458
C 1.150 -3.918 1.358
C 1.171 -2.547 1.282
H -0.393 -1.867 4.047
H -0.448 -4.194 4.325
H 0.549 -5.637 2.540
H 1.599 -4.510 0.571
H 1.650 -2.032 0.462
C 0.146 1.768 -6.050
C 1.139 0.943 -5.534
C 1.103 0.565 -4.200
C 0.064 1.005 -3.385
C -0.931 1.831 -3.899
C -0.884 2.214 -5.234
Sb 0.053 0.367 -1.372
C 2.037 0.853 -0.806
C 2.166 1.973 0.014
C 3.422 2.392 0.428
C 4.553 1.686 0.037
C 4.429 0.562 -0.767
C 3.173 0.148 -1.194
C -0.112 -1.745 -1.535
C 0.736 -2.564 -2.280
C 0.495 -3.930 -2.358
C -0.600 -4.486 -1.708
C -1.450 -3.679 -0.964
C -1.203 -2.315 -0.874
H 0.176 2.062 -7.091
H 1.942 0.595 -6.171
H 1.896 -0.058 -3.803
H -1.745 2.176 -3.273
H -1.655 2.859 -5.636
H 1.286 2.519 0.336
H 3.520 3.269 1.055
H 5.534 2.014 0.359
H 5.311 0.012 -1.071
H 3.092 -0.731 -1.824
H 1.584 -2.146 -2.809
H 1.156 -4.559 -2.942
H -0.798 -5.548 -1.794
H -2.315 -4.109 -0.473
H -1.873 -1.685 -0.297
*
```

Computed properties:
- LUMO energy (eV) = -3.85
- HOMO-LUMO gap (eV) = 7.12


Most stable: P (next structure +0.0397 hartree)


P.
This record from the Open Molecules 2025 dataset describes a gas-phase ion, C8H14NS (charge +1). The level of theory is ωB97M-V/def2-TZVPD.

Geometry as ORCA input:
```
! RIJCOSX wB97M-V def2-TZVPD def2/J DEFGRID3
* xyz 1 1
C 1.938 -1.006 -0.953
C 2.484 -1.138 0.342
C 0.626 -1.071 -1.253
C 1.725 -1.541 1.405
C -0.501 -1.004 -0.203
C -1.618 1.098 -1.218
C 0.320 1.394 0.249
C -1.681 0.603 1.186
N -0.869 0.566 -0.014
S -0.075 -1.839 1.350
H 2.578 -1.065 -1.706
H 3.506 -0.805 0.667
H 0.331 -1.252 -2.189
H 2.011 -1.668 2.423
H -1.498 -1.447 -0.537
H -1.776 2.187 -1.105
H -0.905 0.912 -2.099
H -2.549 0.605 -1.413
H -0.068 2.198 0.863
H 1.117 0.675 0.602
H 0.625 1.823 -0.674
H -2.392 1.552 1.021
H -2.343 -0.305 1.286
H -0.985 0.529 1.972
*
```

Computed properties:
- LUMO energy (eV) = -3.59
- SMILES = C[N+](C)(C)[C@H]1C=CC=CS1
- HOMO-LUMO gap (eV) = 9.04


Q.
This record from the Open Molecules 2025 dataset describes 2 unconnected molecules or ions with the total composition C8H14NS. The level of theory is ωB97M-V/def2-TZVPD.

Geometry as ORCA input:
```
! RIJCOSX wB97M-V def2-TZVPD def2/J DEFGRID3
* xyz 1 1
C 1.855 -1.234 0.692
C 3.012 -0.627 1.066
C 1.916 0.611 -0.791
C 1.236 -0.577 -0.448
C -0.605 -2.315 -0.600
C -1.091 1.087 1.468
C -1.639 2.009 -0.832
C 0.002 -1.061 -0.958
N -1.489 0.798 0.053
S 3.336 0.797 0.149
H 1.372 -2.076 1.077
H 3.548 -1.088 1.961
H 1.684 1.487 -1.478
H -1.564 -2.131 0.034
H -0.845 -2.867 -1.571
H 0.082 -2.925 -0.044
H -1.592 0.366 2.154
H 0.039 1.193 1.553
H -1.535 2.118 1.749
H -0.816 2.775 -0.825
H -1.424 1.560 -1.918
H -2.617 2.482 -0.623
H -0.454 -0.601 -1.856
H -2.411 0.218 -0.012
*
```

Computed properties:
- LUMO energy (alpha / beta) (eV) = -5.41 / -5.42
- HOMO-LUMO gap (alpha / beta) (eV) = 7.33 / 7.33


Most stable: P (next structure +0.0105 hartree)


P.
This record from the Open Molecules 2025 dataset describes 3 unconnected molecules or ions with the total composition CHCl3FOP. The level of theory is ωB97M-V/def2-TZVPD.

Geometry as ORCA input:
```
! RIJCOSX wB97M-V def2-TZVPD def2/J DEFGRID3
* xyz 0 1
C -0.627 0.391 1.486
O -0.285 0.131 2.598
F 1.616 0.145 -1.457
P 0.047 0.594 -1.412
Cl -2.220 0.979 1.102
Cl -0.060 -2.185 -0.580
Cl 0.395 2.552 -1.338
H 1.135 -2.607 -0.398
*
```

Computed properties:
- LUMO energy (alpha / beta) (eV) = -1.59 / -1.07
- HOMO-LUMO gap (alpha / beta) (eV) = 6.71 / 8.29


Q.
This record from the Open Molecules 2025 dataset describes 2 unconnected molecules or ions with the total composition CHCl3FOP. The level of theory is ωB97M-V/def2-TZVPD.

Geometry as ORCA input:
```
! RIJCOSX wB97M-V def2-TZVPD def2/J DEFGRID3
* xyz 0 1
C -0.822 -0.644 0.248
O 1.282 1.029 1.014
F -1.418 -0.688 1.422
P 0.777 0.204 -0.071
Cl -1.190 2.305 -0.095
Cl 1.028 0.830 -1.921
Cl 1.544 -1.627 -0.195
H -1.202 -1.408 -0.401
*
```

Computed properties:
- LUMO energy (alpha / beta) (eV) = -3.38 / -3.36
- HOMO-LUMO gap (alpha / beta) (eV) = 6.35 / 6.37


Most stable: P (next structure +0.0199 hartree)